Record 1
Formula: C4H11N2
Source: the Open Molecules 2025 dataset
Level of theory: ωB97M-V with the def2-TZVPD basis set

Values from the calculation:
- SMILES string: CC/C([NH3+])=C/N
- Energy above the lowest of the compared OMol25 structures with the same formula, charge and spin: 160.7 kJ/mol
- DFT total energy: -268.2437 Ha
- Charge: +1
- Spin multiplicity: 1
- Max |F|: 1.71 eV Å⁻¹
- LUMO level: -0.1331 Ha
- HOMO energy: -12.771 eV

Geometry (Å):
C 0.12684 1.85294 -1.23043
C 0.85751 0.56422 -0.83516
C 0.09566 -0.31825 0.12816
C 0.68848 -0.94996 1.16207
N 0.19441 -1.97925 1.89791
N -1.38844 -0.32053 -0.07853
H -0.70032 1.60659 -1.90767
H -0.18243 2.61845 -0.52086
H 0.79302 2.41739 -1.89226
H 1.76583 0.84676 -0.30859
H 1.02873 0.02369 -1.76550
H 1.65478 -0.57428 1.48001
H -0.39930 -2.64404 1.45603
H 0.65828 -2.25336 2.73629
H -1.63376 -0.22143 -1.07010
H -1.76403 0.49625 0.41711
H -1.79525 -1.16519 0.33153

***

Record 2
Formula: C4H11N2
Source: the Open Molecules 2025 dataset
Level of theory: ωB97M-V with the def2-TZVPD basis set

Values from the calculation:
- Energy above the lowest of the compared OMol25 structures with the same formula, charge and spin: 249.3 kJ/mol
- DFT total energy: -267.7301 Ha
- Charge: +2
- Spin multiplicity: 2
- Max |F|: 4.71 eV Å⁻¹
- LUMO level (alpha / beta): -0.3391 / -0.5096 Ha
- HOMO energy (alpha / beta): -21.235 / -21.276 eV

Geometry (Å):
C 1.56674 0.18204 0.10752
C 0.77425 -0.57799 -0.97749
C -0.73842 -0.21904 -1.04394
C -2.37672 0.84887 0.43116
N -1.50233 -0.08106 0.24810
N 1.24360 -0.24853 1.45312
H 1.50957 1.26639 -0.05703
H 2.66560 -0.01634 -0.09415
H 1.20032 -0.33715 -1.95366
H 0.93752 -1.64886 -0.83357
H -0.97808 0.70176 -1.58039
H -1.29454 -1.00734 -1.56197
H -2.77282 1.42821 -0.39876
H -2.70924 0.97231 1.45546
H 1.77139 0.25269 2.18823
H -0.94415 -0.31684 1.08478
H 1.64732 -1.19912 1.53260

***

Record 3
Formula: C4H11N2O
Source: the Open Molecules 2025 dataset
Level of theory: ωB97M-V with the def2-TZVPD basis set

Values from the calculation:
- SMILES string: NC[C@@H](N)CC[O-]
- Energy above the lowest of the compared OMol25 structures with the same formula, charge and spin: 147.5 kJ/mol
- DFT total energy: -343.7150 Ha
- Charge: -1
- Spin multiplicity: 1
- Max |F|: 3.69 eV Å⁻¹
- LUMO level: 0.1525 Ha
- HOMO energy: -2.811 eV

Geometry (Å):
N 0.55117 2.12731 -0.27427
C 0.46520 0.73908 0.21499
C -1.01738 0.23426 0.17797
C -1.32438 -1.06128 0.95105
O -1.06475 -2.22505 0.22186
C 1.49862 -0.20631 -0.45301
N 1.03306 -1.40186 -1.11257
H 0.48265 2.82065 0.37018
H -0.05595 2.27707 -1.05378
H 0.65338 0.84606 1.27653
H -1.72749 1.03301 0.39708
H -1.13605 -0.00857 -0.88305
H -0.84101 -0.95292 1.94516
H -2.42366 -1.08381 1.10489
H 2.19558 0.39923 -1.05851
H 2.13026 -0.53698 0.36819
H 0.24881 -1.88068 -0.32738
H 0.33194 -1.11919 -1.86531

***

Record 4
Formula: C4H11N2O
Source: the Open Molecules 2025 dataset
Level of theory: ωB97M-V with the def2-TZVPD basis set

Values from the calculation:
- Energy above the lowest of the compared OMol25 structures with the same formula, charge and spin: 56.8 kJ/mol
- DFT total energy: -343.7495 Ha
- Charge: -1
- Spin multiplicity: 1
- Max |F|: 0.32 eV Å⁻¹
- LUMO level: 0.1530 Ha
- HOMO energy: -2.769 eV

Geometry (Å):
C -2.15383 0.67069 -1.89508
C -0.94538 0.91349 -1.01663
C -0.81840 2.10170 -0.37321
N -0.05883 -0.09829 -0.94684
H -2.65235 -0.25718 -1.60320
H -1.82909 0.54472 -2.93177
H -2.86537 1.49388 -1.85122
H 0.05102 2.27403 0.25012
H -1.57897 2.86286 -0.45111
H -0.33667 -0.90829 -1.48109
H 0.94668 -0.15663 -0.15498
N 1.97635 -2.25854 1.84810
C 1.38097 -0.89413 1.74654
O 1.83991 -0.24012 0.64526
H 2.66083 -2.30530 1.10331
H 2.47074 -2.38332 2.72258
H 0.28444 -1.00309 1.70476
H 1.62797 -0.35647 2.68447

***

Record 5
Formula: C4H11N2O
Source: the Open Molecules 2025 dataset
Level of theory: ωB97M-V with the def2-TZVPD basis set

Values from the calculation:
- Energy above the lowest of the compared OMol25 structures with the same formula, charge and spin: 175.1 kJ/mol
- DFT total energy: -343.6320 Ha
- Spin multiplicity: 2
- Max |F|: 2.41 eV Å⁻¹
- LUMO level (alpha / beta): 0.0193 / 0.0155 Ha
- HOMO energy (alpha / beta): -4.128 / -7.664 eV

Geometry (Å):
O 0.30150 -2.04863 -0.92566
C -0.84409 -1.50479 -0.95708
C -1.10936 -0.24420 -0.18896
C -0.40048 1.06978 -0.55552
C 1.03059 1.25389 -0.11200
N 1.56052 -0.03520 0.41700
N -0.64778 -0.59679 1.28464
H -1.67705 -2.00827 -1.49227
H -2.14865 0.12539 -0.20396
H -0.97992 1.93521 -0.17657
H -0.61456 1.19219 -1.62381
H 1.12350 2.06780 0.61426
H 1.64263 1.52820 -0.98299
H 0.80270 -0.47698 1.02001
H 2.38610 0.12323 0.99150
H 1.77163 -0.69880 -0.33879
H -0.86814 -1.58318 1.37998
H -1.32914 -0.09885 1.85023

***

Record 6
Formula: C4H11N2O
Source: the Open Molecules 2025 dataset
Level of theory: ωB97M-V with the def2-TZVPD basis set

Values from the calculation:
- SMILES string: C[NH2+][C@H](C)C(N)=O
- Energy above the lowest of the compared OMol25 structures with the same formula, charge and spin: 215.8 kJ/mol
- DFT total energy: -343.4820 Ha
- Charge: +1
- Spin multiplicity: 1
- Max |F|: 5.47 eV Å⁻¹
- LUMO level: -0.1052 Ha
- HOMO energy: -14.668 eV

Geometry (Å):
C 1.09112 0.24192 -1.23342
C -1.19452 -0.61712 -1.13325
C 1.04394 0.23500 1.89146
C -0.29408 0.20243 -0.20351
N 1.17781 1.00668 -2.30259
N 0.32722 -0.64828 0.95585
O 1.81936 -0.68726 -0.94649
H -0.90817 -1.69341 -1.48285
H -1.28393 -0.12706 -2.08108
H -2.26899 -0.64398 -0.82763
H 0.58461 1.19771 2.18645
H 1.18276 -0.19383 2.96934
H 2.07696 0.57346 1.74973
H -0.61441 1.04724 0.30596
H 0.55163 1.80160 -2.55950
H 1.80334 0.74799 -2.99557
H 1.10131 -1.26138 0.51826
H -0.36085 -1.13248 1.54304

***

Record 7
Formula: C4H11N2O
Source: the Open Molecules 2025 dataset
Level of theory: ωB97M-V with the def2-TZVPD basis set

Values from the calculation:
- SMILES string: C[C@H]([NH3+])CC(N)=O
- Energy above the lowest of the compared OMol25 structures with the same formula, charge and spin: 104.0 kJ/mol
- DFT total energy: -343.5246 Ha
- Charge: +1
- Spin multiplicity: 1
- Max |F|: 4.14 eV Å⁻¹
- LUMO level: -0.1192 Ha
- HOMO energy: -14.663 eV

Geometry (Å):
C 1.09918 -2.26056 0.24530
C 0.11385 -1.13797 0.12772
C 0.69579 0.10522 0.67799
C -0.30937 1.17103 0.17481
N -0.77877 1.90926 1.18890
O -0.41350 1.52789 -1.04079
N -0.40936 -0.89644 -1.27339
H 0.65045 -3.17968 -0.21286
H 1.97323 -1.98746 -0.40637
H 1.44005 -2.50364 1.24569
H -0.78841 -1.43290 0.68389
H 1.65838 0.33946 0.19940
H 0.80422 0.09718 1.74821
H -0.41923 1.93526 2.13437
H -1.43346 2.65499 0.92801
H -0.02926 -1.47598 -2.00698
H -1.42209 -1.11309 -1.15986
H -0.40571 0.08660 -1.59068

***

Record 8
Formula: C4H11N2O
Source: the Open Molecules 2025 dataset
Level of theory: ωB97M-V with the def2-TZVPD basis set

Values from the calculation:
- SMILES string: NCC[C@H]([NH3+])C=O
- Energy above the lowest of the compared OMol25 structures with the same formula, charge and spin: 278.9 kJ/mol
- DFT total energy: -343.4579 Ha
- Charge: +1
- Spin multiplicity: 1
- Max |F|: 5.56 eV Å⁻¹
- LUMO level: -0.1351 Ha
- HOMO energy: -14.149 eV

Geometry (Å):
O -2.49031 0.03034 1.52646
C -1.32328 -0.26239 1.29385
C -0.76080 -0.28658 -0.07359
C 0.39167 0.73368 -0.27186
C 1.76275 0.31265 0.34921
N 2.03321 -1.02722 -0.08294
N -1.89727 0.06767 -0.99204
H -0.62269 -0.51987 2.16881
H -0.39656 -1.30420 -0.41901
H 0.39616 0.75392 -1.40583
H 0.15481 1.69114 0.22620
H 2.50141 1.00738 0.14833
H 1.41493 0.44608 1.54964
H 2.59520 -0.96774 -0.97393
H 2.90199 -1.28473 0.54727
H -1.63969 -0.02381 -1.96724
H -2.21450 1.06146 -0.86988
H -2.80703 -0.42781 -0.75345